No. 1
This record from the Open Molecules 2025 dataset describes an isolated molecule of C3H3BrS at a distorted geometry. The level of theory is ωB97M-V/def2-TZVPD.

```
8
Properties=species:S:1:pos:R:3:forces:R:3:mulliken_charge:R:1
S 0.80202 -1.21785 1.71912 0.27 0.91 0.57 -0.219
C 0.51753 0.31564 1.22172 -0.91 -4.31 -1.70 -0.147
C -0.18169 0.54975 -0.01463 0.41 -2.30 -2.10 -0.197
C -0.37565 -0.22222 -1.13529 -0.48 -0.37 1.34 -0.402
Br -0.19324 -2.09957 -1.32353 0.44 0.17 0.20 -0.068
H 0.81400 1.15165 1.71934 0.87 2.23 1.64 0.352
H -0.50942 1.51269 -0.10976 -0.80 2.60 -0.61 0.324
H -0.87353 0.00991 -2.07697 0.20 1.07 0.67 0.356
```
Positions in Å, forces in eV/Å.

---

No. 2
This record from the Open Molecules 2025 dataset describes a cluster of 2 separate species, C3H7NO in total at a distorted geometry. The level of theory is ωB97M-V/def2-TZVPD.

```
12
Properties=species:S:1:pos:R:3:forces:R:3:mulliken_charge:R:1
C -0.19310 -0.65249 -0.57872 -1.33 2.87 -1.31 -1.084
C -0.29749 0.84461 -0.35236 -1.96 -3.86 -0.56 0.096
C 0.29631 1.35310 0.82428 1.25 0.29 2.96 -0.015
N -0.02042 2.41626 1.50756 0.53 0.39 -2.74 -0.521
O 0.08570 -2.98664 -1.10322 -0.05 3.10 0.94 -0.718
H -0.35374 -1.30792 0.28956 0.26 0.03 0.29 0.394
H 0.83385 -0.92859 -0.87876 0.28 -0.51 -0.12 0.356
H 0.13942 -3.86800 -1.34304 0.20 -2.91 -0.76 0.188
H -0.98898 1.37659 -1.04932 1.03 0.13 0.80 0.324
H -0.85544 -1.01867 -1.40013 0.73 0.45 0.73 0.394
H 0.79801 2.82271 1.98142 -0.55 -1.05 0.99 0.291
H 1.04992 0.63193 1.31393 -0.39 1.06 -1.22 0.296
```
Positions in Å, forces in eV/Å.

---

No. 3
This record from the Open Molecules 2025 dataset describes a cluster of 2 separate species, C4H12OS2 in total at a distorted geometry. The level of theory is ωB97M-V/def2-TZVPD.

```
19
Properties=species:S:1:pos:R:3:forces:R:3:mulliken_charge:R:1
C 1.55372 1.32915 -1.82578 0.73 -2.22 -4.02 -0.880
C 0.08160 0.89203 -2.05099 0.53 2.46 1.19 -0.501
C -0.36982 -0.51705 -1.83650 -1.29 -1.07 -1.82 -0.571
S 0.26480 -1.28716 -0.34950 -0.58 0.58 0.54 -0.095
S -0.97944 -0.23913 0.94868 -0.23 -1.05 0.46 -0.053
C -1.89923 -1.67441 1.65907 -0.74 -0.17 1.59 -0.775
H 1.54342 1.79789 -0.90459 1.12 0.35 2.06 0.283
H 2.30314 0.43434 -2.05644 -1.32 2.08 1.05 0.243
H 1.75892 2.12556 -2.59103 0.08 -0.70 0.68 0.291
H -0.37483 1.58597 -1.28718 -0.49 -1.13 -0.54 0.210
H -0.28195 1.34606 -2.96310 -0.19 -0.53 -0.61 0.435
H -1.52241 -0.39525 -1.78943 1.78 -1.03 -0.11 0.283
H -0.04645 -1.27034 -2.67548 -0.69 1.59 1.20 0.308
H -2.32261 -1.36677 2.67805 0.70 -0.06 -1.35 0.275
H -2.81291 -2.06592 1.10202 1.61 0.48 0.20 0.290
H -1.12119 -2.44118 1.91467 -1.01 0.45 -0.55 0.254
O 1.04803 0.45128 4.14871 0.65 -0.33 0.29 -0.616
H 1.94307 0.12112 4.32577 -0.42 -0.10 0.12 0.310
H 1.23414 1.17382 3.55304 -0.25 0.39 -0.38 0.307
```
Positions in Å, forces in eV/Å.

---

| no. | energy (eV) | gap between HOMO and LUMO (eV) |
| --- | --- | --- |
| 1 | -84035.2724 | 7.466 |
| 2 | -6755.0852 | 4.244 |
| 3 | -28059.5016 | 9.095 |